Entry 1:
A molecular structure, C39H31AsBeN2S. Source: OMol25; level of theory: ωB97M-V/def2-TZVPD.

Computed properties:
F_max: 0.10172 Eh/bohr
energy above the lowest of the compared OMol25 structures with the same formula, charge and spin: 34.7 kcal/mol
gap between HOMO and LUMO: 6.895 eV
HOMO energy: -7.3 eV

XYZ file:
```
75
Properties=species:S:1:pos:R:3:forces:R:3:lowdin_charge:R:1
Be -2.01021 1.25062 3.00998 0.2190 -0.4700 0.2722 0.32
S -1.46499 1.85161 7.08537 0.0374 -0.6879 0.6513 1.03
C -1.73905 3.42694 6.52797 -0.4175 -0.9083 -1.4674 -0.42
C -1.99951 3.45225 5.17660 0.6889 -0.3827 0.2244 -0.17
C -1.87872 2.14863 4.56735 -1.0150 1.1301 -1.2399 -0.14
C -1.69231 1.19453 5.51678 0.5203 0.3573 0.0486 -0.55
C -1.60420 -0.16900 5.07107 0.2707 -2.6025 0.3243 -0.22
C -1.28657 -1.31619 5.90321 -0.0781 0.6912 -1.4780 0.01
C -1.23216 -2.56814 5.31229 0.0440 0.5902 0.1661 -0.05
C -1.49007 -2.69972 3.93531 -0.1799 -1.1465 0.2553 -0.07
C -1.85578 -1.61926 3.19256 -0.0975 2.1623 0.3063 -0.07
N -1.87766 -0.34973 3.74592 -0.1011 -1.0204 0.6949 0.08
H -1.76832 4.20210 7.23050 0.0323 1.0619 0.7360 0.04
H -2.19934 4.38547 4.65946 0.0189 -0.2279 -0.0608 0.10
H -1.00503 -1.20775 6.93939 -0.2188 0.2493 0.0946 0.10
H -0.99263 -3.43887 5.93751 -0.0644 0.3683 -0.4560 0.12
H -1.46215 -3.69270 3.48181 -0.0245 0.3630 0.0639 0.11
H -2.18817 -1.64248 2.14285 0.4156 -0.1119 0.6102 0.09
C 5.69023 -1.76245 -4.03991 1.2634 -0.4210 0.3260 -0.10
C 4.54059 -1.42669 -4.68659 -0.9421 0.8274 -0.0317 -0.08
C 3.50234 -0.88234 -3.93782 0.3038 -0.7061 0.8071 -0.10
C 3.54233 -0.78122 -2.55087 -0.7407 -0.0007 0.1013 -0.39
C 4.69826 -1.16945 -1.89524 1.0200 0.2628 1.5822 -0.14
C 5.77617 -1.59412 -2.65329 -0.1521 -0.4528 -0.6031 -0.10
As 1.89467 -0.21999 -1.56204 0.9329 -0.3587 0.1950 1.35
C 0.89676 0.31500 -3.11385 -0.3310 0.6313 -0.4717 -0.46
C 1.10777 1.62819 -3.52552 0.1519 0.1443 -0.8853 -0.13
C 0.52085 2.16045 -4.67771 -0.6609 0.3074 0.8878 -0.08
C -0.38818 1.38440 -5.37859 0.5454 0.0948 -0.7694 -0.09
C -0.54316 0.05331 -5.03998 -0.3177 -0.1951 0.4243 -0.10
C 0.05430 -0.45006 -3.89746 -0.2947 -1.0358 0.3087 -0.13
C 1.17791 -1.99262 -1.09982 0.0042 0.6192 -0.0463 -0.36
C 1.90044 -3.18208 -1.26286 0.4466 1.9634 -1.2487 -0.12
C 1.47176 -4.34862 -0.75815 -0.5685 -2.5306 1.4817 -0.10
C 0.34351 -4.32020 0.06980 0.1874 0.7995 -1.3075 -0.08
C -0.34436 -3.12411 0.30526 0.0235 -1.2162 -0.1876 -0.07
C 0.00923 -1.95719 -0.33597 3.2266 -4.1025 -0.3419 -0.10
H 6.53802 -2.18443 -4.60118 -0.3792 0.2820 0.3843 0.11
H 4.40901 -1.51191 -5.75257 0.1328 -0.1692 -0.1798 0.10
H 2.56630 -0.67083 -4.36224 -0.8076 0.3860 -1.0268 0.06
H 4.87237 -1.13446 -0.76285 -0.6929 0.0812 -1.7272 0.13
H 6.68308 -1.88226 -2.17519 0.5492 -0.1173 0.3991 0.09
H 1.82376 2.23594 -3.02345 0.3505 0.4455 0.6304 0.09
H 0.62154 3.22760 -4.92428 0.2479 -0.6255 0.0735 0.11
H -0.86417 1.81889 -6.24826 -0.1756 -0.1610 -0.0152 0.10
H -1.16846 -0.64373 -5.57522 -0.2310 0.2326 -0.3468 0.10
H -0.19837 -1.48017 -3.61477 0.3320 0.3366 -0.0419 0.12
H 2.76116 -3.15630 -1.89508 0.5830 0.0496 -0.2090 0.09
H 1.99361 -5.35320 -0.89181 -0.6567 1.6340 -0.1137 0.13
H -0.07357 -5.27206 0.22759 -0.6016 -0.9453 1.2424 0.08
H -1.17843 -3.12121 0.97744 -0.4801 -0.1432 0.0536 0.07
H -0.51249 -1.14747 -0.12942 -2.2018 3.9578 0.6092 0.03
C -3.79192 -0.69812 -1.60175 -1.8126 -1.0105 -1.6497 -0.13
C -2.75801 0.13121 -1.98420 0.4983 0.5064 0.0899 -0.09
C -2.00691 0.78033 -1.01342 -0.3980 0.9049 0.9710 -0.03
C -2.38390 0.72531 0.35135 -0.8757 -1.7445 0.5431 -0.29
C -3.46337 -0.12210 0.69552 -2.2448 0.4404 -0.5638 -0.07
C -4.22975 -0.76958 -0.30805 2.3970 0.4633 2.0049 -0.10
N -1.76857 1.30477 1.42807 0.5062 1.0252 0.2543 -0.02
C -0.78415 2.30434 1.19480 0.7578 -0.8196 -0.1908 -0.30
C 0.57706 1.98573 1.37864 -1.0468 2.5506 -0.5325 -0.02
C 1.45485 3.06367 1.25607 0.9467 0.4351 0.1491 -0.09
C 1.04643 4.37743 0.95653 0.7133 -0.2972 -0.7157 -0.10
C -0.28345 4.60518 0.63417 0.4830 -0.2261 -0.0122 -0.09
C -1.17010 3.55839 0.77336 -0.1718 0.3310 0.1470 -0.04
H -4.42613 -1.26438 -2.31989 0.8162 0.6326 0.1307 0.11
H -2.55473 0.35554 -3.03268 0.0628 -0.3966 0.2881 0.10
H -1.24350 1.51019 -1.23230 0.2684 -0.1005 -0.4929 0.10
H -3.98419 -0.02596 1.68966 1.0480 -0.2326 -0.7826 0.12
H -5.00842 -1.41616 0.02782 -0.6978 -0.2029 -0.1730 0.09
H 0.86029 0.98327 1.53372 0.4666 -0.9332 0.3398 0.09
H 2.54024 2.94747 1.35439 -0.4253 -0.3331 0.1034 0.10
H 1.82979 5.15377 0.78950 -0.8084 -0.6638 0.3457 0.11
H -0.62022 5.53382 0.20626 -0.0281 0.3194 0.1883 0.10
H -2.20927 3.71298 0.57839 -0.5722 0.0621 -0.1408 0.12
```
Positions in Å, forces in eV/Å.

***

Entry 2:
A molecular structure, C39H31BrF10N6O5PS3Sn. Source: OMol25; level of theory: ωB97M-V/def2-TZVPD.

Computed properties:
F_max: 0.01380 Eh/bohr
energy above the lowest of the compared OMol25 structures with the same formula, charge and spin: 13.4 kcal/mol
gap between HOMO and LUMO (alpha / beta): 5.084 / 5.699 eV
total charge: +3
HOMO energy (alpha / beta): -15.5 / -15.6 eV

XYZ file:
```
97
Properties=species:S:1:pos:R:3:forces:R:3:lowdin_charge:R:1
Sn 0.92673 0.76445 0.86709 0.0966 -0.4725 0.1462 1.18
F -6.00838 1.15065 5.58949 0.0964 -0.0438 -0.0588 0.19
C -4.94740 0.61951 5.02865 0.0811 -0.1232 -0.0330 -0.11
C -4.71417 -0.74768 5.13568 -0.0423 0.0570 0.0091 -0.12
F -5.55387 -1.51682 5.80029 0.0970 0.0905 -0.0740 0.18
C -3.58609 -1.29148 4.53560 -0.2566 -0.0740 0.1776 -0.20
F -3.37203 -2.60049 4.65668 0.0225 0.0879 -0.0348 0.13
C -2.68390 -0.50304 3.83813 0.0269 0.2352 -0.0187 -0.32
P -1.25110 -1.28491 3.10666 -0.1832 -0.0696 0.0009 1.17
C -1.75736 -2.44736 1.87343 0.0844 0.0850 -0.2079 -0.36
C -2.24965 -1.91654 0.67405 -0.0401 -0.0159 -0.0290 -0.09
C -2.69706 -2.76941 -0.31551 0.0346 -0.0267 0.0445 -0.05
C -2.64738 -4.14490 -0.11345 0.0085 0.0043 0.0094 -0.03
C -2.15840 -4.67145 1.07583 0.0050 0.0502 -0.0257 -0.03
C -1.69818 -3.82935 2.07221 -0.0291 -0.0429 0.0026 -0.06
C -0.23189 -1.98268 4.33074 0.2628 -0.0858 0.2360 -0.36
C -0.37274 -1.61079 5.68178 0.0178 -0.0591 -0.0702 -0.05
C 0.42355 -2.20654 6.63642 0.0754 -0.0116 -0.0406 -0.03
C 1.38320 -3.14285 6.25392 -0.0206 0.0389 -0.0019 -0.01
C 1.55594 -3.48491 4.91413 0.0287 0.0268 0.0019 -0.04
C 0.77321 -2.89418 3.94447 -0.0997 -0.0465 -0.0385 -0.11
C -2.93508 0.86709 3.73025 -0.1789 0.1484 0.0927 -0.57
Br -1.78469 2.01159 2.77780 -0.0462 0.0825 0.0434 0.86
C -4.05506 1.42647 4.31944 -0.0340 -0.2398 0.0441 -0.25
F -4.31317 2.71704 4.22215 0.0372 0.0284 -0.0198 0.12
H -2.28754 -0.84121 0.52362 0.0003 -0.0291 0.0278 0.09
H -3.08549 -2.37017 -1.24084 -0.0222 0.0123 -0.0457 0.11
H -2.99802 -4.81302 -0.88711 -0.0299 -0.0258 -0.0229 0.12
H -2.14654 -5.73981 1.23210 0.0110 -0.0576 -0.0056 0.12
H -1.33663 -4.24124 3.00451 -0.0162 0.0175 0.0018 0.12
H -1.11432 -0.88087 5.97557 -0.0526 0.0125 0.0065 0.12
H 0.30268 -1.95115 7.67917 0.0016 0.0239 0.0284 0.13
H 2.01460 -3.59396 7.00649 -0.0062 -0.0563 0.0302 0.13
H 2.31324 -4.20257 4.63284 0.0255 -0.0163 -0.0102 0.12
H 0.93427 -3.11908 2.89417 -0.0354 -0.0273 0.1076 0.08
F 5.46844 1.84507 -0.16953 0.1691 -0.1248 -0.0070 0.14
C 4.82961 2.96359 0.16208 -0.5004 0.0514 -0.2154 -0.67
F 5.26956 3.95964 -0.55061 0.1286 0.0167 -0.0921 0.21
F 4.95407 3.17640 1.44558 0.0745 0.1058 0.1936 0.20
S 2.98320 2.63029 -0.21461 -0.7021 0.0485 -0.0897 0.62
O 2.30501 2.65875 1.10864 0.3115 0.0241 -0.1154 -0.47
O 2.93212 1.23122 -0.68396 -0.1019 -0.0640 -0.0617 -0.46
N 2.33182 3.51832 -1.30222 0.4575 0.2962 0.3711 -0.27
S 2.16458 5.09810 -0.84438 0.3679 0.1968 0.2388 0.65
O 2.10240 5.94599 -1.97684 -0.1391 -0.3265 -0.1478 -0.22
O 3.06957 5.35269 0.23818 -0.1398 0.0113 -0.0331 -0.27
C 0.44793 5.13468 -0.06793 0.2019 -0.0359 -0.1790 -0.67
F 0.54791 5.48312 1.19558 -0.0210 0.0761 0.2408 0.17
F -0.13277 3.92090 -0.12273 -0.1241 -0.2332 -0.0152 0.07
F -0.31425 5.98559 -0.71711 -0.1200 0.1161 -0.0768 0.18
N -2.48396 2.15261 -6.15444 0.0834 0.1190 -0.2532 0.21
C -3.54698 2.40590 -7.01929 0.1815 -0.3023 0.0231 -0.13
C -3.64829 2.52642 -8.37512 -0.0235 0.0473 0.2321 0.06
C -4.95821 2.69820 -8.87126 -0.0735 -0.0085 0.0545 0.05
C -6.11059 2.72818 -8.03953 0.0847 0.0561 0.0705 -0.01
C -6.00266 2.59196 -6.68805 0.0726 0.0886 -0.1290 0.07
C -4.68823 2.39368 -6.15114 -0.3176 0.0164 -0.0954 -0.16
N -4.33853 2.14623 -4.89499 0.0943 0.1205 -0.0329 0.23
C -2.99416 2.01378 -4.92154 0.0393 -0.0267 0.1863 -0.19
C -2.21284 1.73854 -3.71385 -0.0533 -0.0412 -0.1319 -0.12
C -0.88896 1.30916 -3.75682 0.0006 0.0879 0.0789 0.03
C -0.23478 1.07326 -2.55915 0.0149 0.1195 -0.0547 -0.11
N -0.81395 1.24894 -1.36937 0.2381 -0.1331 -0.2260 0.00
C -2.07943 1.66238 -1.33759 -0.0201 0.0601 0.0826 -0.12
C -2.82678 1.90760 -2.47738 0.0874 0.0262 0.0666 0.04
H -1.50605 2.16877 -6.40054 -0.0115 -0.0313 0.0042 0.18
H -2.80451 2.47985 -9.04791 0.0421 0.0447 0.0023 0.14
H -5.08732 2.81343 -9.93898 -0.0222 -0.0078 -0.0297 0.14
H -7.07601 2.87603 -8.49956 -0.0311 0.0121 -0.0202 0.13
H -6.85092 2.65444 -6.02357 -0.0655 -0.1022 0.0282 0.14
H -0.35452 1.16062 -4.68363 0.0063 -0.0500 -0.0555 0.12
H 0.80468 0.76198 -2.55816 -0.0596 -0.0241 0.0130 0.11
H -2.50779 1.82888 -0.35599 -0.0333 -0.0342 0.0102 0.10
H -3.84862 2.24626 -2.40908 -0.0668 -0.0002 -0.0045 0.13
C 2.57148 0.12665 4.24152 0.0563 -0.0994 0.0109 -0.06
O 1.87680 0.80754 3.17742 0.0702 0.4034 -0.2885 -0.30
H 2.23840 0.51635 5.20366 0.0269 -0.0312 -0.0355 0.10
H 3.64697 0.25834 4.13362 0.0017 -0.0082 0.0276 0.10
H 2.32724 -0.92717 4.15873 0.0349 0.0306 0.0206 0.06
H 2.22648 1.70995 3.12700 -0.0495 -0.0159 0.1079 0.07
C 6.04481 -0.72269 -2.18933 -0.0229 -0.0848 0.0151 0.02
C 5.26660 -1.74602 -1.43683 0.0104 -0.1002 -0.0068 -0.22
C 5.61381 -3.06735 -1.31864 -0.0258 0.1545 -0.0201 0.06
C 4.79181 -3.90944 -0.56218 0.0275 -0.1415 -0.0022 -0.26
N 3.65139 -3.47536 -0.01551 -0.0342 0.0890 0.0071 0.12
C 3.31732 -2.21018 -0.16123 0.1104 0.0109 0.0598 -0.71
S 1.79382 -1.70314 0.50266 -0.1596 0.0460 0.0362 0.57
N 4.12077 -1.34738 -0.82948 -0.0126 0.1374 0.1029 0.14
C 5.15506 -5.33064 -0.31013 -0.0223 0.0227 -0.0302 0.00
H 6.92297 -1.17101 -2.64365 0.0061 -0.0089 -0.0132 0.10
H 6.36570 0.07646 -1.52620 0.0506 0.0598 0.0571 0.09
H 5.42821 -0.28166 -2.97229 -0.0196 0.0208 -0.0404 0.11
H 6.51176 -3.43823 -1.78898 0.0148 -0.0010 0.0102 0.14
H 3.86011 -0.35801 -0.83803 -0.0301 -0.1253 -0.1284 0.10
H 5.92993 -5.67999 -0.98641 0.0142 -0.0112 -0.0165 0.09
H 4.27096 -5.95986 -0.38865 -0.0029 -0.0111 -0.0003 0.10
H 5.52650 -5.41696 0.71331 0.0055 -0.0098 0.0226 0.11
```
Positions in Å, forces in eV/Å.